(1)
Below is a structure of composition C40H106BF4N14O16Zn in a non-equilibrium geometry, with properties calculated with ωB97M-V/def2-TZVPD.

```
182
Properties=species:S:1:pos:R:3:forces:R:3
Zn -1.53729 2.95689 -1.23105 0.1720 -0.3540 0.1423
B -0.47626 0.24804 0.10999 0.5087 -1.1258 -0.0836
F -1.68712 -0.44810 0.02904 -0.3559 0.5498 0.2120
F 0.54881 -0.65398 -0.20181 0.1617 0.4077 -0.2215
F -0.44724 1.30127 -0.85568 0.3305 -0.4404 0.1668
F -0.20540 0.74131 1.38299 -0.4803 0.4477 -0.0808
C -3.67311 1.01682 -2.82676 0.2150 -0.8016 0.7107
O -2.72275 1.70024 -2.42294 -0.2285 -0.1586 -0.9356
N -4.14405 1.02588 -4.09291 -0.0101 0.3863 -0.2718
N -4.28368 0.13538 -1.99705 0.3201 0.7395 -0.0691
H -3.59445 1.41906 -4.83784 0.0390 0.0860 0.1061
H -4.85972 0.37048 -4.34626 0.0311 -0.0641 -0.1603
H -5.09404 -0.37859 -2.28280 0.0130 -0.2703 0.2465
H -3.86699 0.05863 -1.08381 -0.2447 -0.2500 0.0609
C -3.52454 2.32077 1.25159 0.8683 0.3191 0.2672
O -2.78220 2.59541 0.28473 -1.1328 -0.3138 1.1205
N -3.63420 1.07540 1.74939 0.1769 0.0002 -0.9538
N -4.21786 3.26846 1.91653 -0.0557 0.1347 -0.4348
H -3.99531 0.92738 2.67262 0.0634 -0.2745 0.0204
H -3.04923 0.40256 1.26929 0.0135 -0.3405 0.4257
H -4.00507 4.23371 1.74067 -0.0938 0.0002 0.0535
H -4.85561 3.00758 2.64415 -0.0260 0.2116 0.1283
C 0.81717 4.12871 0.48912 1.0797 -0.8101 -0.2474
O -0.29039 3.99424 -0.07126 0.7870 1.2526 0.8393
N 1.39600 3.14739 1.20106 -0.5687 -0.4179 -0.0520
N 1.61012 5.22691 0.38695 -1.6368 0.1573 -0.6720
H 2.35726 3.21813 1.47438 0.0477 -0.1124 0.1020
H 0.94044 2.24688 1.21369 0.0245 -0.1404 0.1643
H 2.50550 5.26972 0.82759 0.0793 0.2788 0.0318
H 1.19907 5.98973 -0.12343 0.4751 0.2416 0.1286
C 0.03200 -3.75063 1.44311 -1.1664 -1.8726 -0.8831
O -0.40466 -4.86921 1.74301 0.3731 0.7917 0.5271
N 0.36692 -3.47841 0.14467 0.6160 1.4621 -0.4264
N 0.16278 -2.70466 2.28526 0.1609 0.1301 0.1671
H 0.45884 -2.48923 -0.06865 0.0352 -0.4950 -0.1178
H 0.07758 -4.06727 -0.62935 -0.1458 -0.3890 0.8362
H -0.11189 -2.75688 3.25147 0.0105 -0.0084 -0.0812
H 0.43777 -1.82615 1.89160 0.0672 0.2651 0.2722
C 3.63179 -2.95060 3.78983 -0.0614 -0.5095 0.0277
O 2.87520 -1.86459 4.28014 0.2722 -0.0388 0.2125
C 3.60501 -0.67204 4.40162 -0.2434 1.3473 0.1434
C 2.86042 0.32718 5.33190 -0.7286 -1.4434 1.0466
N 1.41620 0.02507 5.39459 0.3629 1.0939 -0.3946
C 0.72627 0.40611 4.17501 -0.3247 -0.2100 -0.6093
C -0.77781 0.21851 4.37170 1.0916 -0.0637 0.6273
O -1.01553 -1.13494 4.73027 -0.2022 0.5509 -0.3370
C -2.27232 -1.32993 5.32432 0.1873 -1.3465 0.7401
H 3.86124 -2.86663 2.72431 -0.1137 0.1504 -0.0625
H 3.03978 -3.84751 3.96558 -0.1177 0.0389 -0.2057
H 4.57678 -3.11028 4.31870 0.0222 0.3540 0.1633
H 3.66153 -0.12599 3.45144 0.4709 -0.5831 -0.3694
H 4.59130 -0.86179 4.83050 0.1796 0.0051 -0.3206
H 3.05638 1.36643 5.07413 -0.1107 -0.0143 -0.2138
H 3.17697 0.19244 6.36936 0.3654 0.0437 -0.1014
H 1.36087 -0.98487 5.45421 -0.2038 -0.0102 0.1598
H 1.13528 -0.12012 3.30367 -0.3427 -0.3130 -0.0816
H 0.85929 1.45833 3.90077 0.2014 0.1672 0.5111
H -1.35775 0.56349 3.51322 -0.0994 -0.2067 -0.1168
H -0.97667 0.84686 5.24849 -0.4018 0.0652 -0.0256
H -2.52533 -0.58629 6.08583 -0.0908 0.4352 -0.4405
H -2.18559 -2.24963 5.91265 0.0013 -0.0676 -0.1569
H -3.06459 -1.54044 4.59856 -0.0933 0.5399 -0.0807
C 0.64304 -5.28165 -2.70251 -0.2975 0.5397 -0.9498
O -0.25892 -5.58763 -1.66603 0.4231 0.0878 -0.3418
C -0.26720 -6.95183 -1.34029 -0.1168 -1.3361 1.1152
C -1.47338 -7.26943 -0.46250 0.7173 0.2234 0.6055
N -2.73598 -6.88911 -1.09606 0.0322 0.2378 1.0289
C -3.67690 -6.41665 -0.06656 -1.0138 -0.0513 -0.4093
C -4.56046 -5.29944 -0.63620 -0.1446 0.2461 -0.3707
O -3.81716 -4.28224 -1.31210 -0.0704 -0.3983 0.5432
C -3.17904 -3.40423 -0.39699 0.3052 0.3787 -0.7542
H 0.21057 -5.65238 -3.63873 0.2093 0.1017 -0.1423
H 1.68191 -5.62631 -2.65769 -0.1974 -0.5310 0.6975
H 0.73517 -4.19436 -2.75663 -0.2214 0.0075 -0.0625
H 0.62133 -7.18952 -0.74056 0.0735 0.0146 -0.1280
H -0.25448 -7.62677 -2.20536 -0.0604 0.4466 -0.3559
H -1.29920 -6.78860 0.50896 -0.1775 0.8237 -0.2768
H -1.41766 -8.29712 -0.08249 -0.2712 -0.3935 -0.9666
H -2.55321 -6.07934 -1.68043 0.1696 -0.0291 -0.0100
H -3.20569 -6.12742 0.87619 0.3162 0.1881 -0.1186
H -4.38357 -7.21321 0.19014 0.1069 -0.1252 0.0953
H -5.20053 -4.78747 0.09067 0.1236 -0.3813 0.4354
H -5.24957 -5.72914 -1.36586 0.2074 0.0262 -0.2143
H -3.82146 -2.54128 -0.18245 -0.1051 -0.0187 0.0772
H -2.30062 -3.05207 -0.93679 0.0978 0.2263 0.2861
H -2.85356 -3.83983 0.54966 -0.0464 -0.3320 -0.1255
C -4.15978 4.83667 -1.34635 -0.1188 0.7819 1.0226
O -2.88900 4.38954 -1.77425 -0.1856 0.2265 -1.0602
C -2.35517 5.07292 -2.91909 -0.1955 0.3936 0.2611
C -1.48731 4.13926 -3.78029 -0.8372 1.3445 1.2199
N -0.44358 3.47376 -2.93924 0.3045 -0.6100 -2.7034
C 0.06656 2.37799 -3.85630 -0.2248 -0.4601 -1.2329
C 1.32869 1.64166 -3.44841 -0.5042 0.5747 1.5986
O 2.09666 2.61345 -2.73019 0.0264 -0.3789 -0.3358
C 3.20553 2.06764 -2.05314 0.7537 0.1517 -0.4618
H -4.03541 5.68122 -0.65788 0.1039 0.1012 -0.0709
H -4.66765 4.07529 -0.76011 0.1271 -0.3449 -0.3642
H -4.79091 5.20808 -2.15330 0.1095 -0.3798 -0.2629
H -1.81794 5.95196 -2.54808 0.3701 -0.1431 -0.0541
H -3.18190 5.49139 -3.49764 -0.0044 -0.2830 -0.2264
H -1.07157 4.83561 -4.51165 0.2678 -0.4844 -0.3524
H -2.14780 3.41401 -4.24435 0.2298 -0.1589 -0.0905
H 0.37988 4.04703 -3.11867 -0.0642 0.5703 1.6219
H 0.32200 2.86378 -4.80593 -0.1599 0.1075 0.0176
H -0.73333 1.68343 -4.11181 0.0102 -0.0800 0.2898
H 1.85690 1.26362 -4.32428 -0.0003 0.0414 -0.0555
H 1.07748 0.81324 -2.78175 0.1737 -0.0932 0.0265
H 2.94348 1.49845 -1.15758 -0.1446 0.1265 0.0649
H 3.87728 2.90250 -1.84815 -0.1791 0.0282 0.4787
H 3.81947 1.42070 -2.69112 -0.3116 -0.2004 -0.1704
C -3.81493 7.24398 9.00748 0.6437 0.2568 0.6103
O -3.64277 5.86173 8.84134 -0.2161 -0.0515 -0.7085
C -2.37139 5.37182 9.16591 0.7416 0.0664 1.4290
C -2.28129 3.89792 8.79654 -0.0123 -0.1216 -0.8066
N -1.96771 3.69911 7.37808 0.3622 0.7065 -0.1725
C -2.90232 4.35657 6.45284 0.3314 -1.5763 0.2596
C -2.59550 3.94842 5.01764 0.4133 1.2781 0.0680
O -1.32584 4.50491 4.68259 -0.3430 -0.9482 0.1226
C -0.85526 4.09917 3.42428 1.3824 1.5023 0.1136
H -2.98141 7.84304 8.61700 0.0501 -0.2451 -0.3396
H -3.82280 7.47940 10.07902 -0.4099 0.1135 -0.0071
H -4.72598 7.55310 8.50338 -0.1164 -0.0897 0.1771
H -2.16706 5.50489 10.24277 -0.5446 -0.4136 0.2180
H -1.53942 5.99805 8.81236 -0.2123 -0.2247 -1.0406
H -3.23345 3.40574 9.03864 -0.1497 0.2642 0.2728
H -1.50823 3.37353 9.35824 0.0658 0.2780 0.1644
H -1.89838 2.71223 7.16676 -0.0344 -0.0203 0.0264
H -2.81832 5.43322 6.55214 -0.1425 0.0507 -0.0127
H -3.90398 4.00129 6.72920 -0.3910 0.5241 -0.3436
H -3.31817 4.42498 4.34401 -0.3477 -0.2117 0.0383
H -2.61412 2.86569 4.85366 0.0823 -0.1317 0.1213
H 0.17410 4.47774 3.39247 0.0509 -0.2158 0.0995
H -1.30968 4.69736 2.62245 -0.5904 -0.6839 -0.2111
H -0.75845 3.02553 3.25662 -0.6604 -0.1167 -0.0553
C 5.64975 -0.40594 -1.10669 1.4363 -0.2151 0.6288
O 4.69170 -0.82109 -0.15596 -0.5204 0.5284 -0.5913
C 3.59392 -1.58296 -0.69937 1.1010 -0.4284 1.1429
C 3.91600 -3.07937 -0.70294 -0.3491 0.8607 -0.5994
N 4.88125 -3.43504 -1.72517 0.4537 -0.4983 0.1027
C 5.00097 -4.87173 -1.94637 -0.8757 -0.2028 -0.4797
C 6.16779 -5.16018 -2.82780 1.0610 0.3729 -0.0679
O 7.34836 -5.00243 -2.02744 -0.1632 -0.4169 -0.4597
C 8.50844 -5.18243 -2.82526 -0.1984 0.3983 0.4959
H 5.60004 -0.97699 -2.03273 -0.0015 0.0402 -0.0292
H 6.61791 -0.56195 -0.61282 0.0847 -0.4805 -0.3370
H 5.75751 0.66469 -1.32824 -1.1087 0.1387 0.0253
H 3.34864 -1.22549 -1.70044 -0.3213 0.0192 0.0317
H 2.81304 -1.46354 0.05165 -0.3335 0.2720 -0.4442
H 2.95041 -3.52693 -0.95975 0.1394 -0.4384 0.1866
H 4.21462 -3.36228 0.31199 -0.1093 -0.1827 0.0402
H 5.82197 -3.14102 -1.47974 -0.1517 0.2937 0.2358
H 4.09194 -5.22483 -2.44675 -0.0228 0.0819 -0.0236
H 5.09904 -5.50993 -1.05747 0.0631 0.3201 0.2743
H 6.27643 -4.43961 -3.64760 -0.4715 0.0630 -0.0879
H 6.10527 -6.15014 -3.29235 0.1228 -0.1795 0.2754
H 8.55905 -4.40859 -3.59878 -0.0312 -0.1230 -0.1806
H 8.50684 -6.17869 -3.27260 0.1785 -0.0028 -0.0769
H 9.36487 -5.03942 -2.16903 0.0407 -0.2228 -0.0335
C -0.39747 -1.51260 -3.07104 0.2787 -0.4025 0.6293
O -0.07073 -1.21056 -4.40216 0.0792 0.2114 -0.1628
C -1.17192 -1.47886 -5.26144 0.5017 0.7001 0.1774
C -0.85413 -0.93251 -6.63950 0.4315 -0.4763 0.4486
N -0.38268 0.45433 -6.59652 -0.3745 -0.2086 -0.3991
C 0.19434 0.79268 -7.89288 0.5863 0.0124 -0.2438
C 0.89412 2.16165 -7.84875 -1.1157 -0.8406 0.0376
O 1.74272 2.21610 -6.72395 0.3205 0.4906 0.1627
C 3.08431 1.80782 -6.92855 -0.3575 -0.3379 -0.6608
H 0.48815 -1.54761 -2.43429 0.2660 0.1933 -0.3853
H -0.82056 -2.52107 -3.00844 -0.4049 0.1234 0.0729
H -1.04879 -0.75861 -2.61467 -0.3163 -0.1220 -0.1833
H -2.05684 -0.95093 -4.88225 -0.1264 -0.2378 0.1644
H -1.31412 -2.56267 -5.27468 -0.4028 0.0302 -0.1759
H -1.76287 -1.05499 -7.23146 0.0874 0.2676 -0.2428
H -0.07331 -1.57206 -7.07215 -0.0622 -0.1053 -0.1795
H 0.41047 0.48064 -5.96292 -0.2278 -0.0299 0.2716
H -0.54694 0.74823 -8.69431 -0.1710 0.2527 0.1364
H 0.93413 0.02437 -8.16939 0.1179 0.0266 -0.0641
H 0.11829 2.91434 -7.70019 0.1222 0.1804 0.0496
H 1.36587 2.34203 -8.81765 0.3985 0.1388 0.1743
H 3.56527 1.76498 -5.95545 0.0805 0.0712 -0.0332
H 3.60884 2.48247 -7.61034 0.0549 0.1947 0.1929
H 3.10859 0.82051 -7.40272 0.1072 -0.1106 0.1889
```
Forces are in eV/Å.

Computed properties:
Kohn-Sham gap ... 7.694 eV
Molecular weight ... 1191.56 g mol⁻¹
HOMO ... -9.7 eV
Charge ... +1

=====

(2)
Below is a structure of composition C34H30N3O4PRuS in a non-equilibrium geometry, with properties calculated with ωB97M-V/def2-TZVPD.

```
74
Properties=species:S:1:pos:R:3:forces:R:3
Ru -1.08691 -0.56171 0.38688 0.6441 -0.1097 0.7102
O -0.57402 -1.97313 4.45497 -0.1655 0.3465 0.0964
S -0.25239 -1.54920 3.13557 0.0737 -0.6758 0.0699
O -0.24794 -2.75130 2.19448 0.4816 0.0427 0.7128
O -1.11193 -0.50994 2.54053 -0.0538 0.2278 -0.0329
C 1.39495 -0.91851 3.13845 -0.0490 0.1015 0.0685
C 2.00835 -0.80099 4.37774 0.0440 -0.1148 -0.0291
C 3.29604 -0.29473 4.45470 0.0274 -0.0015 -0.0145
C 3.95893 0.07990 3.29676 -0.0039 0.0002 0.0176
C 3.32951 -0.02710 2.06529 -0.0183 -0.0085 -0.0032
C 2.02904 -0.51642 1.96201 0.0341 0.0870 0.0126
P 1.21429 -0.60752 0.32541 0.0358 0.0474 -0.1597
C 2.02996 0.78255 -0.53992 -0.0203 0.0029 0.0032
C 1.97020 2.04844 0.04738 0.0472 -0.0098 0.0246
C 2.51157 3.14962 -0.59170 -0.0073 0.0002 0.0007
C 3.11648 3.00388 -1.83484 -0.0024 0.0022 -0.0026
C 3.19589 1.74981 -2.41752 0.0029 -0.0066 0.0013
C 2.66159 0.64055 -1.77087 -0.0533 0.0284 -0.0228
C 1.96496 -2.10222 -0.41130 0.0401 -0.0207 0.1139
C 2.85936 -2.89562 0.30170 0.0055 0.0025 -0.0009
C 3.37032 -4.05973 -0.25692 0.0004 0.0029 -0.0022
C 3.00229 -4.44175 -1.53557 0.0060 0.0021 -0.0088
C 2.11064 -3.65978 -2.25745 -0.0070 -0.0101 -0.0091
C 1.59155 -2.50945 -1.69209 -0.0446 0.0056 0.0573
H 1.47962 -1.12421 5.26296 -0.0164 0.0215 -0.0033
H 3.77967 -0.20234 5.41752 0.0047 -0.0029 -0.0019
H 4.97050 0.46017 3.34766 0.0000 0.0003 0.0016
H 3.85818 0.27585 1.17109 0.0013 0.0035 -0.0003
H 1.52387 2.16782 1.02746 -0.0013 -0.0001 -0.0008
H 2.46823 4.12202 -0.11748 0.0045 -0.0012 0.0017
H 3.53859 3.86417 -2.33771 0.0078 -0.0023 0.0049
H 3.68948 1.62488 -3.37248 -0.0057 0.0006 -0.0023
H 2.75471 -0.33508 -2.22839 0.0027 0.0035 -0.0033
H 3.15652 -2.62341 1.30485 -0.0072 -0.0042 0.0033
H 4.05484 -4.67023 0.31658 0.0010 0.0022 0.0015
H 3.40021 -5.34994 -1.96796 -0.0005 0.0016 -0.0015
H 1.81077 -3.95543 -3.25402 -0.0063 0.0001 0.0022
H 0.87825 -1.92762 -2.25910 0.0605 0.0412 -0.0699
N -1.27602 -0.47053 -1.71155 -0.3440 -0.0398 -0.1587
C -1.01246 0.85663 -2.23738 0.1057 0.0202 -0.0158
C -0.82086 1.12063 -3.55980 -0.0008 0.0156 -0.0085
C -0.61675 2.45204 -3.99204 -0.0333 -0.0027 -0.0246
C -0.64200 3.48792 -3.10398 0.0056 0.0127 0.0186
C -0.83320 3.23781 -1.72324 -0.0091 -0.0447 0.0197
C -0.88981 4.24037 -0.72744 0.0074 0.0187 -0.0153
C -1.06490 3.88478 0.57996 0.0010 0.0140 0.0173
C -1.16265 2.52016 0.91789 0.0565 0.0569 -0.0805
N -1.11667 1.56864 0.01540 -0.1525 -0.1018 0.2560
C -0.97941 1.90913 -1.29569 0.0285 -0.1508 0.0185
H -0.81704 -1.16219 -2.29291 -0.0408 -0.1254 0.0937
H -2.27610 -0.67005 -1.75930 0.0261 -0.0411 -0.2441
H -0.83739 0.31595 -4.28572 -0.0039 0.0043 -0.0018
H -0.46616 2.64367 -5.04549 0.0125 0.0013 0.0019
H -0.51371 4.50842 -3.44153 0.0048 -0.0014 -0.0023
H -0.79611 5.28089 -1.01334 0.0072 -0.0008 0.0036
H -1.11672 4.62828 1.36273 -0.0072 -0.0016 -0.0008
H -1.27274 2.19988 1.94778 -0.0018 -0.0058 0.0024
O -0.93039 -3.55681 0.14531 0.1689 -0.0606 0.2485
C -0.84262 -2.52988 0.69842 -0.8138 0.4767 -1.6704
C -3.53807 -2.69675 1.95072 0.0323 0.0480 -0.0203
C -4.07331 -1.57735 1.14920 0.0038 0.0235 0.0796
C -5.48568 -1.34774 1.01183 -0.0210 0.0322 -0.0252
C -5.62173 -0.22339 0.27330 -0.0043 -0.0387 0.0127
C -4.29089 0.21975 -0.03600 -0.0043 0.0039 -0.0025
C -4.05512 1.46050 -0.81808 0.0314 -0.0207 -0.0231
N -3.35298 -0.61660 0.49150 -0.0832 -0.0527 -0.0227
H -4.35126 -3.17505 2.49178 -0.0031 -0.0124 -0.0111
H -2.80219 -2.34856 2.67168 -0.0056 -0.0147 0.0032
H -3.06093 -3.44507 1.31682 -0.0091 -0.0171 0.0093
H -6.25125 -1.97251 1.44208 0.0032 0.0021 0.0054
H -6.52386 0.27672 -0.04009 0.0020 0.0044 0.0055
H -5.01232 1.86948 -1.13343 -0.0016 -0.0069 -0.0072
H -3.45705 1.29240 -1.71434 -0.0073 -0.0052 0.0019
H -3.54587 2.21610 -0.21973 -0.0124 0.0042 0.0022
```
Forces are in eV/Å.

Computed properties:
Kohn-Sham gap (alpha / beta) ... 7.867 / 6.793 eV
Molecular weight ... 708.74 g mol⁻¹
HOMO (alpha / beta) ... -11.1 / -11.1 eV
<S²> ... 0.762
Spin multiplicity ... 2
ΔE to the lowest compared entry with this formula, charge and spin ... 0.0 kcal/mol
Charge ... +1